{
  "formula": "C35H51AlBeNO5",
  "method": "wB97M-V/def2-TZVPD",
  "mol_weight_g_mol": 601.79,
  "orbital_gap_ev": 3.7,
  "total_charge": 1,
  "e_homo_ev": -10.740,
  "energy_ha": -2051.96419,
  "elements": ["C", "O", "C", "C", "C", "C", "C", "C", "C", "C", "C", "C", "Al", "C", "C", "O", "H", "H", "H", "H", "H", "H", "H", "H", "H", "H", "H", "H", "H", "H", "H", "H", "H", "H", "H", "H", "H", "H", "H", "H", "H", "H", "H", "H", "H", "H", "C", "C", "C", "O", "H", "H", "H", "H", "H", "H", "H", "H", "C", "C", "C", "C", "C", "C", "C", "O", "C", "C", "C", "C", "C", "C", "C", "O", "H", "H", "H", "H", "H", "H", "H", "H", "N", "C", "C", "C", "C", "C", "H", "H", "H", "H", "H", "Be"],
  "positions_angstrom": [[-3.12832, 0.30719, -0.51657], [-2.24255, -0.77527, -0.36515], [-0.94483, -0.38478, 0.01778], [-0.84978, 0.25709, 1.40566], [0.58752, 0.72008, 1.66835], [0.93444, 2.03848, 0.94439], [2.12104, 1.92909, -0.04517], [3.11160, 3.07392, 0.19361], [4.13791, 3.22445, -0.95066], [5.62621, 3.37623, -0.47806], [6.26790, 4.66382, -0.97771], [6.85040, 4.50049, -2.40007], [5.57556, 5.29324, -3.68458], [4.65105, 3.84968, -4.88872], [4.70836, 4.24063, -6.36231], [3.59572, 3.64558, -7.02901], [-2.76577, 1.05952, -1.22284], [-3.33549, 0.80311, 0.43428], [-4.07807, -0.10229, -0.84695], [-0.44406, 0.23821, -0.73763], [-0.36521, -1.30543, 0.08933], [-1.51659, 1.10482, 1.53323], [-1.06451, -0.54974, 2.10480], [0.63039, 0.92808, 2.73681], [1.29242, -0.08981, 1.48439], [0.04422, 2.38201, 0.41375], [1.13590, 2.81207, 1.68327], [2.60213, 0.97694, 0.16805], [1.76190, 1.97267, -1.07589], [3.60987, 2.88597, 1.13928], [2.55514, 4.00967, 0.23412], [3.83141, 4.05006, -1.68002], [4.08486, 2.27811, -1.49428], [6.20092, 2.54875, -0.88331], [5.66202, 3.34646, 0.60667], [5.60809, 5.52714, -0.88833], [7.11700, 4.89577, -0.33031], [7.76349, 5.09177, -2.45849], [7.10522, 3.47010, -2.64212], [6.23132, 6.36531, -4.66462], [4.27350, 6.10648, -2.87663], [3.51016, 3.76289, -4.67465], [5.14577, 2.91445, -4.65233], [5.61790, 3.83624, -6.80559], [4.70143, 5.31764, -6.50397], [3.91752, 3.04599, -7.70451], [-1.63355, -3.80781, 2.68424], [-0.17164, -3.59444, 3.04105], [0.42223, -4.81735, 3.72198], [-0.04938, -2.45759, 3.89776], [-2.23079, -3.98871, 3.58200], [-2.04443, -2.91837, 2.20271], [-1.75463, -4.65537, 2.00968], [0.39484, -3.36841, 2.13529], [-0.10535, -5.03109, 4.65506], [1.46796, -4.64317, 3.97660], [0.36159, -5.69711, 3.08015], [-0.54040, -2.63071, 4.70741], [-9.50457, -8.77088, 2.20170], [-8.74361, -9.82976, 1.71759], [-7.48584, -9.59731, 1.18926], [-6.98676, -8.30292, 1.13176], [-7.76068, -7.23674, 1.59692], [-9.01515, -7.47783, 2.14114], [-7.26440, -5.83530, 1.50127], [-7.93210, -4.90857, 1.90830], [-5.92778, -5.59827, 0.88436], [-5.46921, -4.29577, 0.73400], [-4.22568, -4.05912, 0.17577], [-3.42863, -5.12636, -0.22828], [-3.88265, -6.42553, -0.08604], [-5.13600, -6.66664, 0.46177], [-5.62389, -8.07081, 0.57661], [-4.92964, -8.99928, 0.22194], [-10.48386, -8.95646, 2.62222], [-9.13358, -10.83809, 1.75522], [-6.89094, -10.41963, 0.81731], [-9.60738, -6.65318, 2.51218], [-6.08893, -3.46868, 1.05153], [-3.87167, -3.04238, 0.05558], [-2.45286, -4.94067, -0.65841], [-3.26708, -7.25580, -0.40343], [3.42437, 6.61576, 0.47804], [2.62828, 7.10432, -0.46228], [2.45926, 8.45312, -0.71960], [3.16498, 9.35482, 0.06200], [4.00114, 8.86813, 1.05294], [4.09699, 7.49372, 1.21894], [2.08811, 6.35138, -1.04812], [1.79619, 8.78910, -1.50501], [3.06404, 10.41952, -0.10016], [4.56837, 9.53718, 1.68405], [4.74135, 7.06789, 1.97920], [3.12823, 4.68834, -3.23149]],
  "forces_ev_per_a": [[-0.37, -0.03, 0.33], [0.13, 0.11, -0.15], [0.27, -0.04, 0.56], [0.71, -0.65, -0.51], [-0.70, 0.64, 0.58], [0.03, -0.46, -0.40], [-0.30, 0.65, 0.83], [-0.54, 0.32, -1.16], [0.66, -2.05, 1.08], [-0.89, 1.08, -0.77], [1.45, -0.41, 0.28], [-1.11, 0.81, 0.04], [2.00, -0.27, -1.05], [-0.56, 1.63, 1.51], [-0.76, -0.57, -0.09], [-0.02, 0.26, -0.05], [0.07, -0.06, -0.16], [0.10, 0.08, 0.08], [-0.01, -0.01, -0.28], [-0.30, 0.14, -0.20], [0.01, -0.12, -0.21], [-0.19, -0.04, 0.10], [-0.37, 0.24, 0.31], [0.21, -0.19, 0.12], [0.11, 0.02, -0.18], [-0.02, 0.06, -0.09], [0.17, 0.03, 0.06], [0.23, -0.10, -0.50], [0.01, -0.30, -0.12], [0.18, 0.33, 0.06], [0.02, 0.08, 0.57], [-0.16, 0.39, -0.11], [-0.06, 0.21, -0.48], [0.02, -0.17, 0.17], [-0.22, -0.09, 0.08], [-0.24, -0.08, 0.11], [-0.12, -0.04, 0.26], [0.05, 0.02, -0.25], [0.03, -0.11, 0.14], [-0.48, 0.12, 0.07], [-2.06, -1.27, -0.23], [-0.32, -0.79, -0.31], [-0.62, -0.38, 0.19], [0.34, 0.19, 0.35], [-0.11, 0.09, -0.06], [-0.09, -0.05, -0.15], [0.00, 0.13, -0.16], [-0.44, -0.31, 0.52], [0.21, 0.01, -0.05], [0.29, 0.33, -0.29], [0.07, -0.11, 0.02], [0.03, -0.02, -0.07], [-0.05, -0.02, 0.03], [0.06, 0.17, 0.07], [-0.10, -0.02, -0.06], [0.01, 0.00, -0.05], [-0.02, -0.02, 0.02], [-0.03, -0.08, -0.01], [0.03, -0.05, -0.02], [-0.03, 0.05, 0.03], [-0.08, -0.14, 0.02], [-0.01, 0.17, 0.01], [0.15, -0.04, -0.07], [-0.15, -0.05, 0.05], [-0.14, 0.13, 0.08], [0.00, 0.04, 0.01], [0.01, -0.15, -0.02], [0.09, 0.16, -0.03], [0.04, 0.00, -0.04], [-0.08, 0.04, 0.01], [0.18, 0.06, -0.08], [-0.14, 0.03, 0.08], [0.09, -0.18, -0.06], [0.03, -0.01, -0.02], [-0.01, 0.00, 0.00], [0.00, -0.01, 0.01], [0.10, 0.07, -0.02], [0.07, 0.09, -0.04], [-0.09, -0.08, 0.06], [0.04, -0.01, 0.00], [0.00, 0.01, -0.01], [-0.09, -0.09, 0.02], [0.06, -0.08, -0.09], [-0.04, -0.15, -0.10], [-0.04, 0.00, -0.07], [0.02, 0.05, 0.01], [-0.05, -0.05, -0.05], [0.08, -0.06, 0.12], [-0.09, 0.13, 0.02], [-0.02, 0.00, 0.01], [-0.01, 0.00, 0.00], [0.01, -0.02, 0.02], [0.02, 0.06, 0.03], [3.85, 0.78, -0.15]],
  "mulliken_charge": [-0.889, -0.265, -0.391, -0.683, -0.870, -0.755, -0.746, -0.727, 0.995, -1.094, -0.448, -0.862, 0.202, -0.348, -0.602, -0.536, 0.339, 0.349, 0.291, 0.321, 0.250, 0.535, 0.118, 0.312, 0.430, 0.431, 0.558, 0.345, 0.254, 0.304, 0.371, -1.014, 0.702, 0.320, 0.536, 0.069, 0.371, 0.433, 0.417, -0.312, 0.141, 0.271, 0.538, 0.372, 0.236, 0.335, -0.996, 0.594, -1.501, -0.543, 0.355, 0.215, 0.237, 0.218, 0.377, 0.363, 0.369, 0.352, -0.477, -0.466, -0.565, 0.217, 0.172, -0.556, 0.501, -0.658, 0.201, -0.751, -0.177, -0.681, -0.654, 0.165, 0.606, -0.657, 0.400, 0.401, 0.471, 0.471, 0.480, 0.571, 0.487, 0.473, -0.136, 0.047, -0.979, -0.168, -0.603, -0.190, 0.430, 0.369, 0.405, 0.390, 0.415, 0.405]
}